Record 1
The following is a DFT calculation (the ωB97M-V functional and the def2-TZVPD basis) of a cluster of 6 separate species, C24H46BrN2O10S5 in total in a non-equilibrium geometry.

Geometry (Å):
C1 4.987643 -7.092516 -0.503900
C2 3.633906 -6.498081 -0.736629
C3 3.316033 -5.190852 -0.870247
N1 1.926552 -5.200780 -1.044844
C4 1.472708 -6.426640 -1.021983
Br1 -0.294949 -6.986843 -1.204215
N2 2.490242 -7.269777 -0.843652
H1 5.105480 -7.280260 0.564683
H2 5.095776 -8.044580 -1.024565
H3 5.770680 -6.422004 -0.845204
H4 3.968046 -4.323600 -0.863199
H5 1.359697 -4.377502 -1.193922
H6 2.426345 -8.274374 -0.807581
C5 2.342379 0.328951 -1.359538
C6 1.970092 -0.101253 0.063908
C7 2.756011 -1.379719 0.379305
S1 4.256335 -1.294357 -0.608388
O1 4.229248 -2.372281 -1.586142
O2 5.392577 -1.105371 0.254116
C8 3.862973 0.235634 -1.436353
H7 1.996195 1.329617 -1.575937
H8 1.888408 -0.352758 -2.086524
H9 2.249085 0.679494 0.764842
H10 0.899854 -0.262798 0.169275
H11 3.027398 -1.446429 1.430587
H12 2.206933 -2.274205 0.081673
H13 4.246655 0.210910 -2.454183
H14 4.336501 1.040797 -0.876118
C9 -0.039900 2.641384 -6.417945
C10 -0.205477 1.132433 -6.193674
C11 0.718507 0.737914 -5.034208
S2 0.878368 2.202070 -4.001696
O3 2.248672 2.646189 -4.044391
O4 0.190446 1.988032 -2.753896
C12 -0.108133 3.278285 -5.033588
H15 -0.809593 3.039076 -7.077161
H16 0.931857 2.843448 -6.873647
H17 -1.242197 0.914956 -5.929213
H18 0.028793 0.562974 -7.091831
H19 0.304985 -0.071544 -4.437226
H20 1.713443 0.469741 -5.385837
H21 0.297117 4.286781 -4.996941
H22 -1.124987 3.267473 -4.642201
C13 -3.839919 -7.869880 -3.235949
C14 -4.998975 -8.205487 -4.183601
C15 -5.890501 -6.959960 -4.275749
S3 -4.817457 -5.549898 -3.978857
O5 -5.210802 -4.916906 -2.747428
O6 -4.655903 -4.799504 -5.194942
C16 -3.329803 -6.498954 -3.672446
H23 -3.051864 -8.622339 -3.278180
H24 -4.207056 -7.821546 -2.207657
H25 -4.602615 -8.449864 -5.170989
H26 -5.566376 -9.067572 -3.837106
H27 -6.347194 -6.853620 -5.256183
H28 -6.660052 -6.957423 -3.506274
H29 -2.730101 -5.995967 -2.916976
H30 -2.777884 -6.562283 -4.610232
C17 1.097619 4.592275 3.952285
C18 -0.375414 4.172127 3.933360
C19 -0.599563 3.347065 2.657678
S4 0.977299 2.585752 2.270939
O7 1.464170 3.118449 1.020864
O8 0.890790 1.160824 2.501800
C20 1.894060 3.335823 3.610450
H31 1.389810 4.996854 4.920453
H32 1.273350 5.362989 3.198364
H33 -0.590001 3.560465 4.808371
H34 -1.036494 5.033211 3.967064
H35 -1.343722 2.567400 2.800735
H36 -0.878140 3.976065 1.813714
H37 2.912150 3.539551 3.284993
H38 1.898019 2.631586 4.442120
C21 -1.561372 8.417938 7.872161
C22 -3.037293 7.999189 7.856361
C23 -3.266500 7.172271 6.584548
S5 -1.689156 6.406055 6.197468
O9 -1.209374 6.949043 4.949656
O10 -1.778976 4.986450 6.427779
C24 -0.768519 7.159407 7.532592
H39 -1.266349 8.825380 8.837658
H40 -1.385809 9.184818 7.114637
H41 -3.251702 7.389044 8.735928
H42 -3.701782 8.861044 7.886875
H43 -4.010678 6.393385 6.730559
H44 -3.546121 7.799957 5.740415
H45 0.248835 7.361651 7.204792
H46 -0.763339 6.457502 8.366138

Forces on atoms 1 to 6 (eV/Å):
C -0.42 -0.25 0.16
C 1.67 -0.36 -0.02
C -0.61 -1.00 0.05
N 0.51 1.20 -0.04
C -1.12 -1.20 -0.12
Br 0.42 0.29 0.03

HOMO level: -11.58 eV
Spin multiplicity: 1
Molar mass: 762.875 g/mol
LUMO level: -2.62 eV
Total charge: +1

Löwdin atomic charge list, values in e, 2 entries: 0.01, -0.25

Record 2
The following is a DFT calculation (the ωB97M-V functional and the def2-TZVPD basis) of a cluster of 2 separate species, H2NO3S in total in a non-equilibrium geometry.

Geometry (Å):
N1 0.108606 -0.871233 0.301398
O1 -1.215608 3.389345 1.623392
O2 1.206518 3.994151 1.147585
O3 -0.461668 4.462414 -0.485039
S1 -0.118030 3.679472 0.675331
H1 0.315048 -1.087813 -0.601305
H2 0.991903 -0.998129 0.779211

Forces on atoms 1 to 6 (eV/Å):
N -1.18 0.60 3.37
O 0.55 0.84 0.19
O 1.36 0.62 1.60
O -1.01 1.33 -1.20
S -0.86 -2.81 -0.60
H 0.73 -0.71 -3.73

HOMO level (alpha / beta): -4.96 / -2.52 eV
Spin multiplicity: 1
Molar mass: 96.087 g/mol
LUMO level (alpha / beta): 3.78 / 2.00 eV
Relative energy (zero: lowest compared OMol25 entry of this formula, charge and spin): 361.6 kJ/mol
Total charge: -1

natural (NBO) atomic charge list, values in e, 2 entries: -0.57, -0.99

Record 3
The following is a DFT calculation (the ωB97M-V functional and the def2-TZVPD basis) of a structure of composition C62H47I3O34 in a non-equilibrium geometry.

Geometry (Å):
C1 -0.116926 0.888762 4.595515
C2 -0.181369 1.114600 2.940201
C3 -1.256683 2.328071 2.697610
C4 -1.981038 2.333293 1.226673
C5 -0.992409 1.997893 -0.037437
C6 -0.890923 0.411879 -0.440708
C7 0.121429 0.026968 -1.504485
C8 1.080465 1.087953 -2.305865
I1 0.114090 2.600394 -3.632333
C9 2.570278 1.139930 -2.271386
C10 3.425623 0.077515 -1.356895
I2 3.634594 2.654984 -3.518090
C11 0.265067 -1.595027 -1.882758
O1 0.498340 -2.055493 -3.117815
C12 0.097767 -2.617126 -0.569594
C13 -0.946646 -2.243995 0.463566
I3 -1.410168 -3.397799 2.264168
C14 -1.773661 -0.818470 0.187530
O2 -3.080223 -0.807088 0.462870
H1 0.457400 1.747529 5.145969
H2 -1.230127 0.848968 5.016972
H3 0.343974 -0.185987 4.800569
H4 -0.492691 0.076205 2.498819
H5 0.890590 1.450677 2.598471
H6 -2.102833 2.197621 3.525949
H7 -0.709291 3.339641 2.970386
H8 -2.960798 1.671440 1.271767
H9 -2.371262 3.448313 1.054577
H10 0.074460 2.509063 0.121742
H11 -1.455829 2.561013 -0.981413
H12 4.569377 0.213420 -1.636381
H13 3.119195 -1.039030 -1.582939
H14 3.340608 0.339570 -0.198760
H15 0.751389 -3.593106 -0.429039
C15 5.803492 -3.282992 -5.159624
C16 6.305795 -2.659105 -6.226947
C17 5.518727 -1.632282 -6.964371
O3 6.014034 -1.062259 -7.930163
C18 4.153796 -1.343561 -6.497245
C19 3.650425 -1.970067 -5.431998
C20 4.447608 -2.976467 -4.678479
O4 3.964402 -3.522318 -3.692213
O5 2.367399 -1.705520 -4.989215
O6 7.578476 -2.943852 -6.686644
H16 6.365395 -4.029784 -4.612918
H17 3.586235 -0.608179 -7.052964
H18 2.237813 -2.282675 -4.205249
H19 7.710183 -2.362348 -7.466891
C21 -5.255355 -2.623262 -1.618436
C22 -6.517502 -2.258277 -1.384993
C23 -7.650995 -2.873138 -2.129822
O7 -8.801465 -2.530993 -1.880086
C24 -7.336309 -3.879775 -3.155616
C25 -6.073847 -4.242096 -3.391316
C26 -4.943105 -3.647283 -2.627277
O8 -3.794857 -4.013927 -2.853675
O9 -5.770781 -5.185551 -4.355806
O10 -6.818539 -1.294549 -0.440152
H20 -4.422055 -2.186176 -1.082818
H21 -8.168085 -4.305654 -3.701979
H22 -4.793055 -5.275554 -4.334527
H23 -7.796631 -1.208997 -0.457271
C27 -8.096835 1.293128 4.153855
C28 -8.072489 0.707509 5.352677
C29 -7.367262 -0.586389 5.567424
O11 -7.346019 -1.090898 6.684578
C30 -6.718273 -1.218259 4.408049
C31 -6.745699 -0.634183 3.208571
C32 -7.427178 0.672852 3.000295
O12 -7.419716 1.194011 1.890117
O13 -6.140159 -1.223827 2.114113
O14 -8.701902 1.283227 6.441029
H24 -8.603779 2.234685 3.984151
H25 -6.224603 -2.167175 4.574143
H26 -6.297239 -0.607663 1.365669
H27 -8.539634 0.670046 7.190667
C33 -2.503815 -0.767118 -6.460945
C34 -3.038526 -1.834410 -5.864547
C35 -3.305482 -3.089872 -6.619652
O15 -3.780018 -4.060466 -6.040191
C36 -2.987193 -3.111162 -8.055911
C37 -2.455704 -2.042604 -8.652858
C38 -2.163385 -0.797075 -7.891711
O16 -1.657586 0.162456 -8.464096
O17 -2.156650 -2.054839 -10.002899
O18 -3.363578 -1.812834 -4.520673
H28 -2.302442 0.151060 -5.923620
H29 -3.202752 -4.023802 -8.596616
H30 -1.782220 -1.167522 -10.195179
H31 -3.732362 -2.702125 -4.327180
C39 -10.894808 -1.922042 3.170915
C40 -11.402907 -2.689058 4.137477
C41 -11.427834 -4.172966 4.014876
O19 -11.883872 -4.852406 4.927784
C42 -10.899019 -4.771369 2.779211
C43 -10.394137 -4.003975 1.811304
C44 -10.344162 -2.522255 1.946001
O20 -9.857312 -1.844627 1.047137
O21 -9.897969 -4.559592 0.646271
O22 -11.924669 -2.131933 5.290516
H32 -10.868324 -0.842369 3.247892
H33 -10.939512 -5.849834 2.695476
H34 -9.589662 -3.799873 0.105646
H35 -12.227402 -2.891987 5.833608
C45 8.249974 1.065836 -6.784443
C46 9.173225 1.949837 -7.167679
C47 9.528720 3.116695 -6.313452
O23 10.394602 3.901724 -6.683572
C48 8.809526 3.283711 -5.040871
C49 7.883860 2.401498 -4.659443
C50 7.548363 1.220078 -5.500763
O24 6.706062 0.416480 -5.114863
O25 7.202212 2.553868 -3.465988
O26 9.834995 1.812899 -8.374091
H36 7.983391 0.211946 -7.394465
H37 9.064936 4.145757 -4.438061
H38 6.588833 1.788488 -3.416370
H39 10.452577 2.574927 -8.420816
C51 4.012516 1.151838 5.424856
C52 5.170551 1.727875 5.753271
C53 5.703682 1.656543 7.141910
O27 6.779850 2.179425 7.409243
C54 4.899681 0.953087 8.153509
C55 3.740009 0.380100 7.825651
C56 3.220755 0.427910 6.431298
O28 2.160525 -0.123957 6.156499
O29 2.978036 -0.280275 8.771958
O30 5.918990 2.412287 4.813304
H40 3.614345 1.194014 4.418874
H41 5.290104 0.924066 9.162700
H42 2.188539 -0.608206 8.288575
H43 6.711306 2.734966 5.295373
C57 8.835520 6.349588 4.663335
C58 9.993555 6.925626 4.991749
C59 10.526686 6.854293 6.380388
O31 11.602855 7.377175 6.647722
C60 9.722686 6.150837 7.391988
C61 8.563015 5.577850 7.064130
C62 8.043759 5.625660 5.669777
O32 6.983529 5.073793 5.394978
O33 7.801040 4.917475 8.010436
O34 10.741994 7.610037 4.051782
H44 8.437349 6.391764 3.657352
H45 10.113108 6.121816 8.401179
H46 7.011544 4.589544 7.527053
H47 11.534311 7.932717 4.533852

Forces on atoms 1 to 6 (eV/Å):
C -0.71 -0.97 -0.58
C -0.17 0.60 1.81
C -0.17 -0.59 0.42
C -0.27 1.18 0.40
C -1.07 0.22 -0.35
C 3.22 -0.76 -2.85

HOMO level: -9.15 eV
Spin multiplicity: 1
Molar mass: 1716.736 g/mol
LUMO level: -2.06 eV
Total charge: 0

Löwdin atomic charge list, values in e, 2 entries: -0.15, -0.24

Record 4
The following is a DFT calculation (the ωB97M-V functional and the def2-TZVPD basis) of the molecule C4H9NO.

Geometry (Å):
C1 -0.354417 1.238424 1.131677
N1 0.100074 0.155747 0.298020
C2 1.417426 -0.389682 0.506655
C3 -0.397199 0.038277 -1.043877
C4 -1.107002 -1.300078 -1.201532
O1 -1.267973 -1.888168 -2.240283
H1 0.114027 2.220286 0.942129
H2 -0.179044 0.975823 2.181305
H3 -1.437768 1.351062 1.008136
H4 1.742022 -0.197890 1.533776
H5 1.401368 -1.476902 0.361614
H6 2.180316 0.024640 -0.175627
H7 0.386065 0.114688 -1.815059
H8 -1.126152 0.831652 -1.260506
H9 -1.471742 -1.697881 -0.226427

Forces on atoms 1 to 6 (eV/Å):
C -0.07 0.09 0.10
N -0.09 -0.10 0.06
C 0.14 0.01 0.09
C -0.01 0.01 -0.03
C -0.13 -0.14 -0.35
O 0.08 0.23 0.36

HOMO level: -8.47 eV
Spin multiplicity: 1
Molar mass: 87.122 g/mol
SMILES: CN(C)CC=O
LUMO level: 0.90 eV
Relative energy (zero: lowest compared OMol25 entry of this formula, charge and spin): 182.0 kJ/mol
Total charge: 0

natural (NBO) atomic charge list, values in e, 2 entries: -0.39, -0.47